# 1
# C17H23CdN6SSbSe4

A structure of composition C17H23CdN6SSbSe4 in a non-equilibrium geometry (ωB97M-V/def2-TZVPD, OMol25).

Gap between HOMO and LUMO (alpha / beta) ... 5.7 / 4.6 eV
Charge ... -2

Cartesian coordinates (Å):
Sb: -5.328 4.414 11.230
Cd: -5.591 1.721 15.174
Se: -4.928 1.375 11.259
Se: -7.618 5.443 10.871
Se: -4.155 5.991 12.934
Se: -6.753 2.287 12.219
S: -7.883 3.165 14.559
N: -5.790 4.784 15.242
N: -5.419 -1.030 15.404
N: -3.220 1.915 14.087
N: -5.232 3.741 15.917
N: -4.699 1.611 17.349
N: -7.558 5.766 14.103
C: -4.630 0.549 18.170
C: -2.820 1.578 19.396
C: -1.584 3.021 12.343
C: -2.936 2.696 18.600
C: -5.961 -3.000 16.447
C: -3.958 2.720 17.594
C: -4.254 -1.750 15.590
C: -2.970 -1.361 15.010
C: -7.883 -1.564 15.463
C: -0.156 3.377 12.788
C: -6.468 -1.851 15.757
C: -2.466 2.470 13.388
C: -4.569 -2.914 16.389
C: -3.741 5.254 17.280
C: -4.358 3.935 16.885
C: -3.777 0.514 19.272
C: -6.966 4.645 14.609
H: -2.308 -0.723 15.637
H: 0.446 2.487 12.971
H: -2.073 3.965 12.008
H: -2.659 5.261 17.187
H: -2.338 -2.249 14.765
H: -3.155 -0.765 14.044
H: -3.743 -0.372 19.933
H: -5.349 -0.283 17.974
H: 0.324 3.969 12.008
H: -1.582 2.293 11.506
H: -3.937 5.508 18.330
H: -8.190 5.634 13.309
H: -8.432 -2.444 15.007
H: -8.423 -1.303 16.392
H: -6.535 -3.827 16.855
H: -7.919 -0.672 14.767
H: -5.082 5.470 14.814
H: -4.127 6.071 16.619
H: -1.963 1.452 20.066
H: -0.188 3.997 13.702
H: -2.291 3.560 18.718
H: -6.982 6.597 14.002
H: -3.819 -3.578 16.800

=====

# 2
# C60H134F24N5P5

A cluster of 10 separate species, C60H134F24N5P5 in total in a non-equilibrium geometry (ωB97M-V/def2-TZVPD, OMol25).

Expectation value of S² ... 0.751
Gap between HOMO and LUMO (alpha / beta) ... 2.4 / 9.0 eV
Charge ... +1
Spin multiplicity ... 2

Cartesian coordinates (Å):
P: -17.306 10.744 -11.519
P: -20.224 6.710 -5.766
P: -17.432 12.815 -0.258
P: -14.354 7.932 -5.011
P: -26.565 4.990 -5.693
F: -16.252 12.025 0.546
F: -19.554 7.684 -6.891
F: -20.945 5.795 -4.599
F: -18.083 9.462 -12.044
F: -19.945 7.830 -4.602
F: -16.020 9.831 -11.038
F: -21.711 7.266 -6.266
F: -16.314 13.136 -1.422
F: -18.601 13.475 -1.210
F: -14.507 9.352 -4.175
F: -17.801 11.379 -1.038
F: -12.973 8.399 -5.675
F: -18.461 12.365 0.972
F: -17.832 10.367 -10.015
F: -15.722 7.369 -4.270
F: -17.098 14.261 0.450
F: -18.820 5.923 -5.464
F: -20.422 5.629 -7.044
F: -14.365 6.603 -5.907
F: -16.697 12.149 -10.967
F: -18.589 11.619 -11.960
F: -16.653 10.971 -13.025
F: -15.217 8.621 -6.196
F: -13.449 7.279 -3.845
N: -18.687 10.861 -5.252
N: -23.018 14.890 -0.096
N: -15.232 16.577 -2.502
N: -18.603 16.940 -9.156
N: -16.483 7.346 -0.187
C: -17.984 11.894 -7.363
C: -22.523 16.351 -0.103
C: -23.763 14.626 1.245
C: -26.161 6.714 -5.223
C: -28.262 4.858 -9.706
C: -17.716 9.838 -4.690
C: -19.835 16.154 -9.664
C: -24.987 4.282 -6.171
C: -11.952 8.825 -0.093
C: -19.997 18.693 -7.947
C: -18.196 6.943 1.513
C: -22.683 3.439 -5.274
C: -11.648 12.864 -2.914
C: -18.030 12.180 -5.011
C: -27.286 4.058 -4.328
C: -12.131 14.336 -3.255
C: -29.490 2.011 -3.180
C: -14.476 9.072 0.386
C: -20.337 11.062 -3.169
C: -18.064 15.393 -11.031
C: -22.951 1.960 -5.401
C: -27.304 5.234 -8.587
C: -20.121 10.792 -4.683
C: -23.885 14.582 -1.349
C: -21.592 10.344 -2.748
C: -18.675 8.081 0.707
C: -13.418 14.688 -2.471
C: -22.914 10.782 -3.493
C: -22.901 13.624 2.074
C: -15.073 7.913 -0.486
C: -17.095 12.388 -6.187
C: -18.918 18.451 -8.968
C: -15.572 18.117 -2.772
C: -27.701 4.978 -7.086
C: -28.819 4.215 -4.234
C: -18.705 10.740 -6.814
C: -17.590 8.424 -0.289
C: -22.165 12.802 0.966
C: -17.835 16.365 -7.983
C: -16.215 15.825 -3.451
C: -29.540 3.516 -3.093
C: -17.060 18.189 -3.058
C: -16.728 6.709 1.217
C: -24.920 7.681 -1.551
C: -25.080 7.098 -3.048
C: -21.927 16.749 -1.518
C: -13.148 9.708 -0.109
C: -20.415 20.183 -7.639
C: -15.437 16.240 -0.930
C: -13.845 16.179 -2.904
C: -17.453 16.698 -3.190
C: -17.605 16.665 -10.390
C: -24.023 4.203 -4.953
C: -19.476 15.281 -10.866
C: -20.077 18.184 -0.605
C: -21.815 13.905 -0.022
C: -16.819 6.247 -1.235
C: -21.258 18.066 -1.537
C: -26.457 7.190 -3.768
C: -29.589 5.693 -9.729
H: -18.522 16.231 -7.148
H: -19.192 18.941 -9.903
H: -25.213 8.724 -1.430
H: -23.855 10.621 -2.969
H: -18.634 12.649 -7.807
H: -21.222 20.140 -6.907
H: -17.702 12.374 -3.990
H: -29.585 1.705 -4.222
H: -23.226 14.780 -2.194
H: -20.568 16.840 -10.089
H: -13.392 10.090 -1.101
H: -22.135 3.780 -6.152
H: -16.431 5.661 1.203
H: -22.883 16.872 -2.028
H: -12.091 14.474 -4.335
H: -24.509 3.717 -4.107
H: -29.239 3.822 -2.091
H: -18.070 8.817 -4.837
H: -26.978 8.148 -3.756
H: -24.683 6.089 -2.939
H: -14.189 14.035 -2.881
H: -20.782 18.241 -2.502
H: -29.401 6.758 -9.864
H: -20.797 20.580 -8.579
H: -13.266 14.363 -1.442
H: -17.046 9.250 0.170
H: -23.913 7.569 -1.150
H: -24.791 15.175 -1.478
H: -14.687 16.798 -0.370
H: -19.609 19.164 -0.702
H: -17.601 15.323 -8.201
H: -15.198 15.223 -0.619
H: -18.905 8.985 1.271
H: -28.515 1.620 -2.888
H: -25.634 7.142 -0.929
H: -29.137 3.770 -5.176
H: -16.788 9.920 -5.257
H: -15.322 18.690 -1.879
H: -19.692 10.552 -7.235
H: -27.280 6.316 -8.461
H: -21.972 18.884 -1.447
H: -19.546 10.620 -2.564
H: -30.041 5.678 -8.738
H: -18.749 6.025 1.310
H: -15.047 18.462 -3.662
H: -16.067 6.997 2.035
H: -27.714 4.746 -10.642
H: -16.759 6.611 -2.261
H: -26.840 7.295 -5.846
H: -12.982 10.579 0.525
H: -22.835 12.012 0.625
H: -23.820 1.695 -6.003
H: -22.193 1.373 -5.919
H: -13.736 16.361 -3.973
H: -19.225 17.517 -0.734
H: -25.190 3.281 -6.553
H: -17.257 18.815 -3.929
H: -30.568 3.877 -3.133
H: -20.601 11.623 -5.200
H: -23.993 13.498 -1.331
H: -21.621 13.603 -1.051
H: -24.283 7.552 -3.638
H: -16.077 5.454 -1.321
H: -26.961 3.018 -4.374
H: -11.726 8.613 -1.139
H: -20.358 12.152 -3.158
H: -17.609 9.936 -3.610
H: -11.170 12.712 -1.946
H: -17.697 14.442 -10.644
H: -19.679 20.907 -7.289
H: -13.146 16.841 -2.394
H: -26.308 4.851 -8.811
H: -22.202 14.236 2.644
H: -18.783 12.951 -5.181
H: -17.596 18.564 -2.187
H: -27.129 6.489 -3.275
H: -11.094 9.211 0.457
H: -15.741 15.997 -4.418
H: -16.989 17.024 -7.786
H: -11.388 14.996 -2.806
H: -24.176 15.547 1.657
H: -28.547 5.588 -6.770
H: -19.793 14.240 -10.801
H: -20.963 14.425 0.415
H: -24.652 14.022 1.065
H: -18.096 9.903 -7.158
H: -21.375 12.208 1.425
H: -10.948 12.482 -3.656
H: -19.781 18.210 -6.994
H: -30.339 5.395 -10.461
H: -21.521 9.278 -2.963
H: -18.325 16.493 -3.811
H: -23.553 13.003 2.689
H: -19.951 15.692 -11.757
H: -20.429 18.108 0.424
H: -17.785 5.779 -1.045
H: -21.715 10.418 -1.667
H: -21.335 16.030 -2.084
H: -16.478 16.240 -0.605
H: -14.504 7.000 -0.316
H: -17.942 18.857 -8.701
H: -28.492 3.802 -9.565
H: -18.306 6.913 2.597
H: -15.058 8.193 -1.540
H: -20.640 9.918 -5.074
H: -17.893 15.481 -12.104
H: -17.954 16.416 -2.264
H: -24.732 5.012 -6.939
H: -16.229 11.726 -6.189
H: -30.324 1.594 -2.616
H: -16.795 13.434 -6.238
H: -23.113 10.270 -4.434
H: -22.218 3.727 -4.331
H: -22.916 11.865 -3.622
H: -23.408 16.947 0.115
H: -16.590 16.662 -9.993
H: -26.701 4.269 -3.433
H: -23.178 1.538 -4.422
H: -19.612 7.851 0.200
H: -28.060 3.960 -7.238
H: -20.319 15.639 -8.834
H: -18.083 8.653 -1.233
H: -12.135 7.812 0.265
H: -23.774 5.212 -4.622
H: -16.280 14.778 -3.156
H: -25.162 6.963 -5.581
H: -14.207 8.575 1.318
H: -17.450 11.669 -8.286
H: -15.193 9.843 0.666
H: -21.808 16.348 0.720
H: -17.684 17.531 -11.048
H: -20.952 18.249 -8.228
H: -29.060 5.276 -4.306
H: -12.477 12.160 -2.982